(1)
# C6H13NOS

The molecule C6H13NOS at a distorted geometry (wB97M-V/def2-TZVPD, the OMol25 dataset).

Results
E: -764.426529 Eh
ΔE to the lowest compared entry with this formula, charge and spin: 500.9 kJ/mol
Kohn-Sham gap (spin up / spin down): 7.9090 / 7.9081 eV
Molar mass: 147.24 g mol⁻¹
HOMO (spin up / spin down): -7.861 / -7.861 eV

Structure (ORCA input):
```
! wB97M-V def2-TZVPD RIJCOSX def2/J DEFGRID3
* xyz 0 1
C -3.4560 0.2860 1.3002
C -0.1550 1.9249 -0.9561
C -0.5766 -1.3763 0.8428
C 1.1289 -1.6412 -0.7945
C -0.5013 0.4214 -0.8559
C 0.2426 -0.5802 -0.0928
N -2.9446 -0.0901 2.3775
O -3.4567 0.5601 -1.4806
S -2.6416 -0.0326 -0.3821
H -4.4372 0.6585 1.1768
H 1.0632 1.9267 -0.9010
H -0.4413 2.2590 -2.0198
H -0.5882 2.4833 -0.1619
H -1.0497 -0.6521 1.4761
H -1.2226 -2.1654 0.3530
H 0.1518 -1.7267 1.6579
H 0.6808 -2.5081 -1.2038
H 1.6609 -2.1037 0.0983
H 1.8117 -1.3466 -1.6278
H -0.7152 0.0569 -1.8732
H 0.9486 -0.0493 0.6085
H -3.6704 0.1082 3.0298
*
```

Here are the Löwdin charges for atoms 1 to 6, given in e:
1 C -0.36
2 C -0.08
3 C -0.19
4 C -0.07
5 C -0.28
6 C -0.51

(2)
# C6H13NOS

A cluster of 2 separate species, C6H13NOS in total at a distorted geometry (wB97M-V/def2-TZVPD, the OMol25 dataset).

Results
E: -764.308914 Eh
ΔE to the lowest compared entry with this formula, charge and spin: 809.7 kJ/mol
Kohn-Sham gap (spin up / spin down): 6.6150 / 8.9453 eV
Molar mass: 147.24 g mol⁻¹
HOMO (spin up / spin down): -7.422 / -8.407 eV

Structure (ORCA input):
```
! wB97M-V def2-TZVPD RIJCOSX def2/J DEFGRID3
* xyz 0 1
C -3.5013 -0.3097 0.0740
C -4.2934 0.7261 -0.5546
C -3.7722 0.9084 0.8454
C 2.7472 -0.8260 1.1762
C 1.3205 -0.7132 -0.9492
C 2.6460 -0.3794 -0.3613
N 2.9836 0.9838 -0.7543
O -1.2096 -1.4190 0.5584
S -2.0092 -0.9092 -0.5347
H -3.9212 1.2629 -1.4453
H -5.3017 0.6095 -0.6196
H -4.3179 0.8666 1.6929
H -3.0537 1.6173 0.8682
H 3.7436 -1.0169 1.3048
H 2.1832 -1.6616 1.2640
H 2.4311 0.0748 1.7394
H 0.8841 0.1385 -1.4685
H 0.8247 -1.5488 -0.4555
H 3.3844 -1.1707 -0.9624
H 3.9682 0.9503 -0.8314
H 2.6743 1.7573 -0.1883
H -2.5797 -2.0768 -1.2372
*
```

Here are the Löwdin charges for atoms 1 to 6, given in e:
1 C -0.40
2 C -0.16
3 C -0.11
4 C -0.04
5 C 0.01
6 C -0.51